(1)
{"formula": "C26H29NO5", "method": "ωB97M-V/def2-TZVPD", "species": ["C", "C", "O", "C", "C", "C", "C", "O", "C", "O", "O", "C", "C", "O", "H", "H", "H", "H", "H", "H", "H", "H", "H", "H", "H", "H", "H", "C", "C", "N", "C", "C", "C", "C", "C", "C", "C", "C", "C", "C", "C", "C", "C", "C", "C", "H", "H", "H", "H", "H", "H", "H", "H", "H", "H", "H", "H", "H", "H", "H", "H"], "coordinates": [[3.443, -1.058, 3.931], [2.368, -1.593, 3.028], [1.497, -0.468, 2.724], [0.394, -0.757, 2.002], [-0.444, 0.436, 1.749], [0.134, 1.755, 1.597], [-0.623, 2.887, 2.233], [1.181, 1.926, 0.957], [-1.872, 0.260, 1.931], [-2.742, 1.037, 1.528], [-2.177, -0.916, 2.527], [-3.556, -0.998, 2.955], [-3.731, -2.357, 3.571], [0.172, -1.875, 1.556], [4.039, -1.895, 4.294], [4.109, -0.379, 3.391], [3.031, -0.530, 4.794], [2.816, -1.977, 2.102], [1.792, -2.382, 3.525], [-1.618, 2.928, 1.772], [-0.757, 2.655, 3.303], [-0.092, 3.839, 2.099], [-3.744, -0.204, 3.696], [-4.222, -0.864, 2.093], [-4.735, -2.453, 3.992], [-3.611, -3.146, 2.823], [-3.020, -2.538, 4.384], [-0.829, 2.302, -4.326], [0.225, 1.755, -3.451], [1.536, 1.827, -3.798], [2.066, 2.542, -4.954], [2.320, 1.131, -2.871], [1.455, 0.580, -1.902], [1.979, -0.048, -0.785], [3.359, 0.004, -0.558], [4.215, 0.547, -1.536], [3.701, 1.100, -2.720], [0.102, 0.984, -2.245], [-1.030, 0.713, -1.455], [-1.511, -0.601, -1.170], [-0.747, -1.783, -1.357], [-1.236, -3.022, -0.968], [-2.548, -3.151, -0.488], [-3.355, -2.004, -0.372], [-2.853, -0.767, -0.723], [-1.809, 2.076, -3.893], [-0.746, 3.393, -4.432], [-0.778, 1.864, -5.336], [3.146, 2.671, -4.829], [1.847, 2.024, -5.900], [1.598, 3.528, -5.014], [1.282, -0.558, -0.124], [3.751, -0.392, 0.379], [5.289, 0.545, -1.355], [4.329, 1.514, -3.506], [-1.673, 1.553, -1.192], [0.250, -1.685, -1.798], [-0.580, -3.898, -1.027], [-2.935, -4.126, -0.202], [-4.378, -2.081, 0.013], [-3.473, 0.133, -0.663]], "lowdin_charge": [-0.0794, -0.2213, -0.0025, -0.4670, -0.0341, -0.4291, -0.0131, 0.0272, -0.4863, 0.0184, -0.0188, -0.2285, -0.0732, 0.0732, 0.0746, 0.0764, 0.0813, 0.1165, 0.1252, 0.0729, 0.0971, 0.0818, 0.1313, 0.1060, 0.0756, 0.0711, 0.0824, -0.0058, -0.1724, -0.0361, 0.0063, -0.1539, -0.1216, -0.0188, -0.0417, -0.0671, -0.0176, -0.0824, 0.1368, -0.1865, -0.0030, -0.0585, -0.0351, -0.0653, -0.0224, 0.0886, 0.0945, 0.0998, 0.0863, 0.1030, 0.0938, 0.0913, 0.1022, 0.1020, 0.0973, 0.1472, 0.1190, 0.1175, 0.1092, 0.1136, 0.1222], "charge": 0, "energy_ha": -1439.0355}

***

(2)
{"formula": "C26H30AlN6O7P", "method": "ωB97M-V/def2-TZVPD", "species": ["Al", "O", "C", "O", "C", "O", "C", "C", "O", "O", "H", "H", "H", "H", "H", "C", "O", "C", "C", "C", "C", "C", "C", "N", "N", "C", "C", "C", "C", "O", "C", "N", "C", "C", "C", "C", "H", "H", "H", "H", "H", "H", "H", "H", "H", "H", "H", "H", "C", "N", "C", "N", "C", "N", "C", "P", "C", "C", "H", "H", "H", "H", "H", "H", "H", "H", "H", "H", "H", "H", "H"], "coordinates": [[0.364, 2.659, 1.737], [3.149, 5.507, 0.721], [2.790, 4.282, 0.948], [1.645, 3.989, 1.290], [3.880, 3.262, 0.739], [3.520, 2.031, 1.291], [3.693, 1.948, 2.710], [2.443, 1.379, 3.367], [2.517, 0.503, 4.183], [1.289, 1.893, 2.974], [2.401, 6.125, 0.824], [4.004, 3.143, -0.341], [4.819, 3.660, 1.132], [3.894, 2.932, 3.146], [4.532, 1.294, 2.940], [0.091, -1.460, -4.157], [-0.441, -2.098, -3.004], [-1.619, -1.616, -2.512], [-2.163, -0.391, -2.873], [-3.348, 0.038, -2.286], [-4.001, -0.764, -1.365], [-3.486, -2.022, -1.054], [-2.285, -2.433, -1.596], [-5.277, -0.407, -0.809], [-5.411, 0.663, -0.210], [-4.239, 1.456, 0.035], [-4.096, 2.706, -0.499], [-2.938, 3.493, -0.277], [-1.931, 3.003, 0.504], [-0.755, 3.612, 0.782], [-2.116, 1.747, 1.123], [-1.092, 1.375, 1.935], [-1.205, 0.280, 2.674], [-2.337, -0.534, 2.592], [-3.350, -0.208, 1.717], [-3.262, 0.965, 0.943], [0.952, -2.049, -4.460], [0.405, -0.434, -3.944], [-0.636, -1.447, -4.971], [-1.694, 0.234, -3.620], [-3.773, 0.986, -2.585], [-4.047, -2.675, -0.396], [-1.868, -3.405, -1.365], [-4.880, 3.093, -1.138], [-2.850, 4.469, -0.736], [-0.385, 0.069, 3.350], [-2.411, -1.404, 3.229], [-4.232, -0.833, 1.651], [2.943, -2.931, 0.135], [2.555, -2.196, -1.162], [1.211, -2.784, -1.652], [0.226, -2.690, -0.640], [0.661, -3.382, 0.570], [1.907, -2.828, 1.096], [1.741, -1.472, 1.622], [1.170, -0.262, 0.326], [2.460, -0.714, -0.939], [-0.188, -1.311, -0.382], [3.871, -2.484, 0.489], [3.112, -3.970, -0.149], [3.268, -2.384, -1.868], [1.418, -3.825, -1.903], [0.923, -2.232, -2.546], [0.815, -4.437, 0.339], [-0.116, -3.303, 1.329], [2.677, -1.132, 2.069], [1.013, -1.501, 2.434], [3.438, -0.355, -0.614], [2.224, -0.250, -1.897], [-0.557, -0.861, -1.306], [-1.032, -1.317, 0.312]], "lowdin_charge": [0.2821, 0.2380, -0.3716, 0.1637, -0.0838, -0.1370, -0.0600, -0.5203, 0.1419, 0.0198, 0.1811, 0.1639, 0.1626, 0.1536, 0.1476, -0.0287, -0.2028, -0.3335, 0.0056, 0.0059, -0.2632, 0.0043, -0.0135, 0.1074, 0.1101, -0.2261, 0.0091, 0.0561, -0.2549, -0.0035, -0.1195, 0.0781, -0.0721, -0.0068, 0.0464, -0.0824, 0.1112, 0.1034, 0.1233, 0.1176, 0.1251, 0.1292, 0.1340, 0.1340, 0.1347, 0.1260, 0.1262, 0.1319, -0.0991, -0.0539, -0.1040, -0.1294, -0.1246, -0.1313, -0.2781, 1.1029, -0.2345, -0.2965, 0.1469, 0.1502, 0.1850, 0.1640, 0.0607, 0.1472, 0.1438, 0.0972, 0.0928, 0.0996, 0.0996, 0.0744, 0.0926], "charge": 2, "e_above_lowest_kj_mol": 334.4}

***

(3)
{"formula": "C26H30AsN4OS2SeSr", "method": "ωB97M-V/def2-TZVPD", "species": ["Sr", "C", "N", "N", "C", "O", "C", "C", "C", "C", "C", "C", "C", "C", "C", "H", "H", "H", "H", "H", "H", "H", "H", "H", "H", "H", "H", "Se", "N", "C", "C", "C", "C", "C", "C", "C", "H", "H", "H", "H", "S", "C", "N", "C", "C", "C", "C", "H", "H", "H", "H", "H", "C", "As", "C", "C", "S", "H", "H", "H", "H", "H", "H", "H", "H", "H"], "coordinates": [[-0.376, -0.170, 0.048], [0.277, -6.236, -2.315], [-0.667, -5.493, -1.486], [-1.066, -4.282, -2.070], [-1.051, -3.269, -1.114], [-1.421, -2.117, -1.322], [-0.515, -3.871, 0.084], [-0.259, -5.161, -0.194], [0.412, -6.176, 0.660], [-1.926, -4.311, -3.192], [-2.662, -5.454, -3.488], [-3.495, -5.465, -4.596], [-3.614, -4.341, -5.398], [-2.886, -3.200, -5.087], [-2.033, -3.179, -3.996], [-0.138, -6.341, -3.315], [0.406, -7.229, -1.890], [1.246, -5.730, -2.378], [-0.290, -3.324, 0.993], [0.593, -5.746, 1.642], [1.377, -6.467, 0.240], [-0.199, -7.075, 0.763], [-2.590, -6.317, -2.841], [-4.066, -6.357, -4.822], [-4.273, -4.349, -6.256], [-2.979, -2.312, -5.699], [-1.473, -2.291, -3.747], [1.291, -1.360, 2.132], [-5.741, 4.617, -3.803], [-4.901, 4.012, -3.297], [-3.857, 3.260, -2.666], [-2.669, 2.994, -3.347], [-1.676, 2.254, -2.722], [-1.775, 1.746, -1.412], [-2.995, 2.051, -0.775], [-4.016, 2.780, -1.366], [-2.541, 3.367, -4.358], [-0.772, 2.072, -3.300], [-3.173, 1.702, 0.241], [-4.939, 2.984, -0.834], [-0.393, 2.554, 1.912], [-0.217, 2.176, 3.552], [0.456, 1.062, 3.933], [0.666, 0.704, 5.205], [0.201, 1.460, 6.246], [-0.514, 2.627, 5.919], [-0.724, 2.975, 4.614], [0.819, 0.341, 3.173], [1.218, -0.223, 5.313], [0.386, 1.167, 7.269], [-0.906, 3.257, 6.709], [-1.275, 3.866, 4.346], [-3.315, 0.665, 3.691], [-3.159, -1.180, 3.193], [-1.654, -1.922, 4.119], [-4.705, -2.002, 4.004], [-3.063, -1.487, 1.140], [-3.345, 0.772, 4.775], [-4.225, 1.059, 3.241], [-2.466, 1.203, 3.280], [-1.778, -1.824, 5.199], [-0.752, -1.418, 3.765], [-1.573, -2.968, 3.830], [-4.724, -1.785, 5.072], [-4.654, -3.077, 3.841], [-5.600, -1.610, 3.524]], "lowdin_charge": [0.8186, -0.0259, -0.0887, 0.0433, -0.4271, -0.1505, 0.0314, -0.2602, -0.0131, -0.1827, -0.0335, -0.0920, -0.1008, -0.0728, -0.0003, 0.0798, 0.0873, 0.1024, 0.0068, 0.0901, 0.0820, 0.0862, 0.1090, 0.0988, 0.0970, 0.1062, 0.1146, -0.3479, 0.1085, -0.2175, -0.2789, -0.0806, -0.1843, -0.2289, -0.1922, -0.0671, 0.0995, 0.0641, 0.0442, 0.1031, 0.5510, -0.8176, -0.0093, -0.1148, -0.0844, -0.0866, -0.1179, -0.1412, 0.1149, 0.0915, 0.1011, 0.0984, -0.2477, 0.6375, -0.2932, -0.2719, 0.1293, 0.0403, 0.0424, -0.0159, 0.0350, -0.0937, 0.0346, 0.0302, 0.0300, 0.0302], "charge": -1, "energy_ha": -6767.3965}